The following is a DFT calculation (wB97M-V/def2-TZVPD) of C37H44AlClO2S2Sb as an isolated structure.

```
88
Properties=species:S:1:pos:R:3:lowdin_charge:R:1
Al -0.368 -0.286 -0.109 0.01
O -0.484 -0.680 -1.907 -0.45
S -0.762 -0.562 -3.393 1.11
C -0.388 -2.205 -4.041 -0.29
C -0.965 -3.341 -3.203 -0.19
C -0.066 -3.691 -1.997 -0.21
C -0.870 -3.984 -0.730 -0.28
S -0.036 -3.369 0.753 1.12
O 0.366 -1.955 0.357 -0.47
C 1.495 -4.254 0.686 -0.39
C 2.654 -3.616 0.275 -0.06
C 3.832 -4.353 0.235 -0.05
C 3.833 -5.692 0.603 -0.06
C 2.660 -6.309 1.027 -0.06
C 1.478 -5.587 1.080 -0.08
C -2.523 -0.544 -3.548 -0.41
C -3.033 -0.227 -4.802 -0.08
C -4.409 -0.186 -4.966 -0.05
C -5.246 -0.441 -3.883 -0.05
C -4.713 -0.734 -2.634 -0.05
C -3.336 -0.790 -2.455 -0.08
H 0.702 -2.254 -4.112 0.11
H -0.795 -2.155 -5.055 0.10
H -1.106 -4.208 -3.848 0.13
H -1.963 -3.054 -2.866 0.10
H 0.573 -2.833 -1.792 0.08
H 0.599 -4.521 -2.233 0.13
H -1.082 -5.041 -0.551 0.11
H -1.814 -3.428 -0.709 0.09
H 2.635 -2.566 0.011 0.12
H 4.752 -3.876 -0.081 0.12
H 4.757 -6.258 0.575 0.11
H 2.668 -7.350 1.327 0.12
H 0.561 -6.056 1.428 0.12
H -2.372 0.010 -5.633 0.12
H -4.828 0.064 -5.934 0.12
H -6.322 -0.401 -4.015 0.12
H -5.367 -0.912 -1.787 0.12
H -2.914 -0.983 -1.475 0.07
C -2.112 -0.646 0.656 -0.03
C -2.958 -0.986 1.458 -0.06
C -3.962 -1.367 2.427 -0.24
C -3.742 -2.443 3.293 -0.04
C -4.696 -2.787 4.239 -0.07
C -5.878 -2.062 4.330 -0.08
C -6.105 -0.992 3.475 -0.07
C -5.153 -0.643 2.527 -0.03
H -2.814 -2.996 3.221 0.11
H -4.516 -3.618 4.910 0.11
H -6.622 -2.330 5.071 0.11
H -7.024 -0.423 3.549 0.11
H -5.319 0.196 1.862 0.11
Cl -0.719 5.689 3.631 0.67
C -0.168 4.273 2.789 -0.69
C 0.807 4.387 1.813 -0.13
C 1.224 3.252 1.127 -0.07
C 0.687 1.994 1.398 -0.35
C 1.116 0.773 0.616 -0.15
C -0.288 1.914 2.400 -0.07
C -0.716 3.038 3.093 -0.10
H 1.231 5.359 1.586 0.12
H 1.987 3.351 0.362 0.12
H 1.637 0.084 1.288 0.08
H 1.840 1.071 -0.142 0.07
H -0.735 0.952 2.636 0.11
H -1.474 2.961 3.864 0.11
C -0.258 5.202 -1.422 -0.18
C -1.375 4.693 -0.502 -0.42
Sb -1.773 2.613 -0.794 1.51
C -2.771 2.833 -2.704 -0.43
C -3.533 4.141 -2.932 -0.17
C -3.538 2.481 0.443 -0.42
C -4.247 3.807 0.748 -0.17
H -0.036 6.255 -1.228 0.08
H -0.531 5.116 -2.479 0.06
H 0.670 4.640 -1.277 0.05
H -2.313 5.223 -0.671 0.04
H -1.106 4.816 0.551 0.02
H -3.452 1.983 -2.783 0.02
H -1.999 2.697 -3.468 0.04
H -4.393 4.223 -2.263 0.06
H -3.913 4.193 -3.956 0.07
H -2.907 5.022 -2.776 0.05
H -3.202 1.998 1.363 0.02
H -4.202 1.771 -0.061 0.04
H -3.610 4.476 1.332 0.06
H -5.154 3.633 1.332 0.07
H -4.542 4.344 -0.155 0.05
```

As for the relative energy (zero: lowest compared OMol25 entry of this formula, charge and spin): 0.554 eV. As for the HOMO energy: -0.3724 Eh. The total charge is +1. As for the gap between HOMO and LUMO: 7.9 eV.



The following is a DFT calculation (wB97M-V/def2-TZVPD) of C37H44BCaFN12O5S2 as an isolated structure.

```
103
Properties=species:S:1:pos:R:3:lowdin_charge:R:1
Ca 0.716 0.967 3.062 1.33
C -4.411 -5.499 0.653 -0.07
C -2.905 -5.301 0.773 -0.20
N -2.505 -3.918 0.578 -0.05
C -2.287 -3.133 1.679 0.02
C -1.949 -1.826 1.689 -0.01
C -1.593 -1.242 3.078 -0.63
O -1.741 -1.996 4.034 0.02
O -1.146 -0.064 3.067 -0.21
C -1.883 -1.114 0.424 -0.32
O -1.799 0.085 0.244 0.07
C -1.978 -2.017 -0.770 -0.04
C -1.729 -1.461 -2.021 0.08
C -1.826 -2.237 -3.148 -0.20
F -1.513 -1.713 -4.364 0.05
C -2.222 -3.572 -3.080 -0.17
C -2.479 -4.131 -1.841 0.04
C -2.320 -3.378 -0.668 -0.13
N -2.372 -4.379 -4.234 -0.13
C -1.652 -5.619 -4.362 -0.12
C -2.679 -6.718 -4.700 -0.07
N -3.854 -6.029 -5.339 0.04
C -3.399 -4.989 -6.315 -0.08
C -2.774 -3.835 -5.506 -0.14
H -4.677 -6.541 0.836 0.07
H -4.772 -5.217 -0.337 0.06
H -4.931 -4.881 1.383 0.08
H -2.363 -5.933 0.063 0.11
H -2.561 -5.596 1.765 0.13
H -2.351 -3.631 2.639 0.14
H -1.434 -0.422 -2.065 0.14
H -2.818 -5.155 -1.797 0.10
H -1.140 -5.858 -3.432 0.14
H -0.890 -5.558 -5.150 0.14
H -3.060 -7.222 -3.813 0.13
H -2.308 -7.457 -5.409 0.13
H -4.355 -5.542 -4.589 0.18
H -4.481 -6.705 -5.771 0.18
H -4.256 -4.671 -6.906 0.14
H -2.682 -5.483 -6.971 0.13
H -3.506 -3.045 -5.339 0.14
H -1.949 -3.408 -6.090 0.13
B 1.187 0.758 6.293 -0.41
N 2.292 0.004 5.485 -0.09
C 3.485 -0.388 5.939 -0.10
C 4.090 -1.194 4.994 -0.07
C 3.158 -1.236 3.960 -0.17
N 2.080 -0.527 4.264 -0.07
N 1.011 2.246 5.851 -0.09
C 1.386 3.347 6.511 -0.10
C 0.938 4.458 5.823 -0.08
C 0.281 3.914 4.721 -0.19
N 0.321 2.589 4.752 -0.07
H 1.557 0.782 7.436 0.07
H 0.147 0.192 6.116 0.07
H 3.813 -0.078 6.916 0.11
H 5.059 -1.657 5.038 0.08
H 3.221 -1.727 3.002 0.10
H 1.937 3.259 7.431 0.11
H 1.065 5.494 6.083 0.08
H -0.216 4.411 3.902 0.09
N 4.546 6.526 -1.515 0.10
C 4.262 5.385 -0.778 -0.32
C 5.169 4.326 -0.726 -0.03
C 4.903 3.213 0.054 -0.08
C 3.727 3.136 0.779 -0.30
C 2.828 4.193 0.749 -0.06
C 3.088 5.307 -0.023 -0.04
S 3.353 1.720 1.792 0.54
O 2.811 2.263 3.021 -0.38
O 4.553 0.927 1.842 -0.30
N 2.109 0.969 1.144 -0.26
C 2.239 0.191 0.061 -0.72
S 3.240 0.592 -1.326 1.02
C 2.680 -0.837 -2.114 -0.43
C 1.802 -1.480 -1.307 -0.29
N 1.549 -0.907 -0.098 0.06
H 5.203 6.411 -2.267 0.09
H 3.757 7.100 -1.759 0.08
H 6.093 4.384 -1.289 0.11
H 5.603 2.393 0.107 0.11
H 1.933 4.137 1.351 0.10
H 2.392 6.141 -0.029 0.10
H 3.042 -1.139 -3.080 0.04
H 1.317 -2.415 -1.550 0.09
N -0.332 2.686 1.594 0.17
C -0.646 2.898 0.508 -0.26
N -0.966 3.080 -0.761 -0.09
C 0.165 3.234 -1.690 -0.13
C 0.323 4.697 -2.131 -0.17
C -0.173 5.640 -1.039 -0.19
C -1.672 5.432 -0.748 -0.16
C -2.074 3.979 -1.043 -0.15
H -0.013 2.577 -2.549 0.12
H 1.061 2.877 -1.181 0.10
H -0.232 4.878 -3.056 0.11
H 1.375 4.886 -2.353 0.10
H 0.018 6.677 -1.317 0.11
H 0.399 5.453 -0.128 0.08
H -2.289 6.110 -1.341 0.11
H -1.869 5.657 0.302 0.11
H -2.305 3.841 -2.103 0.12
H -2.948 3.660 -0.472 0.13
```

As for the relative energy (zero: lowest compared OMol25 entry of this formula, charge and spin): 3.185 eV. As for the HOMO energy: -0.2550 Eh. The total charge is 0. As for the gap between HOMO and LUMO: 5.1 eV.



The following is a DFT calculation (wB97M-V/def2-TZVPD) of C37H44BN13O4STeV as an isolated structure.

```
102
Properties=species:S:1:pos:R:3:lowdin_charge:R:1
V -1.233 -1.096 0.032 0.76
C -2.831 2.203 -0.079 0.00
C -2.197 1.588 -1.282 -0.29
C -2.204 2.133 -2.577 0.01
C -1.554 1.216 -3.358 -0.05
N -1.147 0.193 -2.571 0.02
N -1.552 0.418 -1.291 0.00
B -0.801 -1.242 -3.052 -0.68
N -2.043 -2.102 -2.732 0.05
C -3.087 -2.632 -3.404 -0.03
C -4.082 -2.931 -2.504 0.02
C -3.581 -2.529 -1.257 -0.31
C -4.302 -2.478 0.051 0.00
N -2.336 -2.068 -1.406 -0.02
N 0.332 -1.863 -2.211 -0.01
C 1.343 -2.677 -2.589 -0.09
C 2.178 -2.844 -1.509 0.00
C 1.590 -2.110 -0.467 -0.30
C 2.104 -1.928 0.920 0.00
N 0.459 -1.551 -0.905 -0.01
N -0.355 -1.125 -4.526 0.04
C -0.954 -1.600 -5.631 -0.01
C -0.311 -1.142 -6.755 0.04
C 0.719 -0.332 -6.294 -0.32
C 1.721 0.434 -7.074 -0.03
N 0.686 -0.309 -4.949 -0.23
H -3.767 2.677 -0.370 0.10
H -2.193 2.983 0.342 0.09
H -3.045 1.463 0.686 0.06
H -2.658 3.056 -2.893 0.12
H -1.363 1.238 -4.418 0.13
H -3.074 -2.787 -4.467 0.11
H -5.037 -3.380 -2.711 0.12
H -5.207 -3.078 0.001 0.10
H -4.601 -1.449 0.271 0.09
H -3.687 -2.835 0.877 0.06
H 1.394 -3.115 -3.573 0.14
H 3.084 -3.426 -1.473 0.12
H 3.176 -1.739 0.892 0.09
H 1.942 -2.833 1.508 0.09
H 1.589 -1.105 1.412 0.06
H -1.805 -2.252 -5.573 0.11
H -0.552 -1.364 -7.779 0.13
H 1.848 -0.007 -8.059 0.10
H 2.679 0.438 -6.549 0.05
H 1.387 1.465 -7.206 0.09
N -1.564 -4.920 1.855 0.16
C -1.463 -4.001 0.879 -0.15
N -0.987 -2.847 1.299 0.04
C -0.724 -3.036 2.664 -0.21
C -0.151 -2.212 3.634 -0.03
C -0.037 -2.699 4.919 -0.05
C -0.458 -3.990 5.263 -0.06
C -0.988 -4.838 4.315 0.00
C -1.104 -4.341 3.022 -0.18
H -1.920 -5.856 1.758 0.17
H -1.738 -4.218 -0.141 0.14
H 0.187 -1.213 3.420 0.08
H 0.387 -2.051 5.672 0.11
H -0.359 -4.332 6.283 0.12
H -1.302 -5.843 4.562 0.12
C 2.998 1.460 7.359 -0.11
C 2.946 1.955 5.919 -0.29
S 1.212 2.161 5.485 0.65
O 0.517 2.900 6.493 -0.28
O 0.703 0.857 5.116 -0.32
C 1.225 3.175 3.962 -0.18
C -0.163 3.277 3.306 -0.11
N -0.728 2.021 2.788 0.07
C -0.238 1.329 1.739 -0.31
N -0.906 0.194 1.560 -0.01
C -1.866 0.146 2.530 -0.06
C -1.760 1.259 3.303 -0.13
N -2.599 1.566 4.431 -0.32
O -2.553 2.682 4.908 0.11
O -3.321 0.662 4.795 0.13
C 0.863 1.781 0.850 0.03
H 4.027 1.288 7.666 0.09
H 2.436 0.531 7.458 0.08
H 2.553 2.197 8.024 0.08
H 3.337 1.224 5.212 0.10
H 3.437 2.920 5.793 0.11
H 1.970 2.738 3.296 0.09
H 1.532 4.168 4.287 0.12
H -0.100 3.967 2.464 0.13
H -0.863 3.676 4.032 0.12
H -2.564 -0.667 2.653 0.14
H 0.838 2.863 0.715 0.09
H 0.748 1.292 -0.117 0.07
H 1.841 1.513 1.258 0.09
Te 2.253 0.471 -3.737 1.54
C 2.668 2.510 -4.215 -0.51
C 2.968 3.119 -5.425 -0.11
C 3.616 4.346 -5.422 -0.05
C 3.982 4.951 -4.228 -0.05
C 3.689 4.338 -3.020 -0.06
C 3.019 3.125 -3.012 -0.20
H 2.716 2.656 -6.369 0.07
H 3.865 4.820 -6.362 0.12
H 4.490 5.906 -4.242 0.12
H 3.982 4.798 -2.085 0.11
H 2.779 2.642 -2.071 0.06
```

As for the relative energy (zero: lowest compared OMol25 entry of this formula, charge and spin): 1.283 eV. As for the HOMO energy (spin up / spin down): -0.4395 / -0.4864 Eh. The total charge is +2. As for the gap between HOMO and LUMO (spin up / spin down): 6.9 / 8.1 eV. The spin multiplicity is 4.